DFT (ωB97M-V/def2-TZVPD) results for a cluster of 2 separate species, C5H10O2 in total.

Results
SMILES string: C=C1CCOC1.O
Energy (eV): -9440.9911
HOMO-LUMO gap (hartree): 0.38693
Charge: 0
Energy relative to the best compared isomer or geometry (same formula, charge and spin) (kJ/mol): 198.0

Last column: Mulliken charge in e.
Geometry (Å):
C  1.536  -0.575  -0.910  -0.61
C  0.293  -0.202  -0.621  -0.12
C  -0.220  1.174  -0.265  -0.31
C  -1.599  0.844  0.309  -0.44
O  -2.041  -0.290  -0.422  -0.37
C  -0.918  -1.113  -0.670  -0.41
H  2.334  0.154  -1.025  0.31
H  1.788  -1.621  -1.076  0.26
H  0.409  1.715  0.450  0.24
H  -0.312  1.774  -1.176  0.31
H  -2.329  1.644  0.165  0.31
H  -1.525  0.608  1.382  0.27
H  -1.007  -1.526  -1.680  0.28
H  -0.864  -1.955  0.039  0.25
O  1.386  -0.328  2.208  -0.67
H  2.026  0.338  1.930  0.32
H  1.043  -0.641  1.361  0.37

DFT (ωB97M-V/def2-TZVPD) results for a cluster of 2 separate species, C4H13N2 in total in a non-equilibrium geometry.

Results
Energy (eV): -7327.1871
HOMO-LUMO gap (hartree): 0.21945
Charge: +1
Energy relative to the best compared isomer or geometry (same formula, charge and spin) (kJ/mol): 607.9

Last column: Mulliken charge in e.
Geometry (Å):
C  -0.471  2.094  0.477  -1.34
C  -0.564  0.664  -0.137  0.54
C  0.501  0.368  -1.188  -0.97
C  0.377  -1.086  -1.590  -0.41
N  0.888  -1.887  -0.517  -0.33
N  -0.444  -0.233  0.896  -0.40
H  0.429  2.193  1.080  0.41
H  -1.298  2.313  1.140  0.40
H  -0.404  2.823  -0.325  0.35
H  -1.557  0.576  -0.630  0.36
H  0.480  1.078  -2.000  0.47
H  1.509  0.522  -0.786  0.40
H  0.866  -1.287  -2.533  0.41
H  -0.700  -1.274  -1.775  0.28
H  0.914  -2.891  -0.616  0.25
H  0.700  -1.547  0.421  0.26
H  -1.348  -0.334  1.375  0.33
H  -0.958  0.343  8.226  0.00
H  -0.227  0.409  8.320  0.00

DFT (ωB97M-V/def2-TZVPD) results for the molecule C5H10BrNO in a non-equilibrium geometry.

Results
SMILES string: C=C(CBr)N(C)OC
Energy (eV): -78923.7084
HOMO-LUMO gap (hartree): 0.32839
Charge: 0
Energy relative to the best compared isomer or geometry (same formula, charge and spin) (kJ/mol): 322.5

Last column: Mulliken charge in e.
Geometry (Å):
C  0.058  -1.982  0.538  -1.01
C  -0.451  -0.998  -0.178  0.40
C  -1.791  -0.990  -0.856  -0.64
Br  -2.807  0.183  0.297  -0.15
N  0.188  0.217  -0.144  0.52
C  0.067  1.117  -1.289  -1.09
O  1.460  0.212  0.401  -0.38
C  1.610  1.168  1.488  -0.71
H  1.004  -2.113  1.099  0.27
H  -0.485  -2.924  0.674  0.23
H  -2.291  -1.996  -0.814  0.38
H  -1.791  -0.684  -1.917  0.32
H  1.023  1.757  -1.246  0.28
H  -0.009  0.737  -2.364  0.29
H  -0.787  1.809  -1.077  0.37
H  2.588  1.229  1.757  0.40
H  1.017  1.025  2.389  0.27
H  1.397  2.231  1.243  0.26

DFT (ωB97M-V/def2-TZVPD) results for a structure of composition C25H33CaO2Te in a non-equilibrium geometry.

Results
Energy (eV): -56288.9292
HOMO-LUMO gap (hartree): 0.19619
Charge: -1
Energy relative to the best compared isomer or geometry (same formula, charge and spin) (kJ/mol): 0.0

Last column: Mulliken charge in e.
Geometry (Å):
O  -5.675  -0.503  -1.263  -0.37
C  -6.064  -1.573  -2.188  -0.42
C  -7.451  -0.982  -2.457  -0.86
H  -6.077  -2.548  -1.682  0.28
H  -5.404  -1.598  -3.065  0.25
C  -6.988  0.109  -1.442  1.56
H  -8.286  -1.583  -2.101  0.30
H  -7.603  -0.599  -3.464  0.30
C  -7.819  0.112  -0.172  -1.64
H  -7.923  -0.902  0.232  0.38
H  -8.822  0.504  -0.391  0.38
H  -7.365  0.766  0.583  0.37
C  -6.896  1.501  -2.038  -1.68
H  -6.326  1.489  -2.975  0.37
H  -6.421  2.186  -1.324  0.38
H  -7.906  1.880  -2.245  0.40
Ca  2.109  -0.075  0.528  1.31
C  3.644  1.840  -0.775  -0.63
C  4.025  0.556  -1.248  -0.39
C  2.936  0.024  -2.002  -0.76
H  4.978  0.054  -1.074  0.34
C  1.891  0.992  -2.004  -0.40
C  2.331  2.113  -1.249  -0.44
H  1.779  3.050  -1.124  0.33
H  4.261  2.515  -0.180  0.39
H  2.917  -0.943  -2.510  0.34
H  0.959  0.924  -2.569  0.41
C  3.029  1.182  2.763  -0.30
C  2.207  2.189  2.187  -0.72
C  0.860  1.738  2.221  -0.28
H  2.543  3.155  1.813  0.42
C  0.844  0.448  2.827  -0.97
C  2.184  0.111  3.176  -0.46
H  2.507  -0.810  3.662  0.31
H  4.110  1.224  2.906  0.39
H  -0.016  2.302  1.901  0.41
H  -0.045  -0.147  3.048  0.39
O  -0.094  -0.450  -0.100  -0.16
C  -1.228  0.465  -0.262  -0.69
C  -2.182  -0.210  -1.228  -0.25
H  -0.843  1.433  -0.606  0.28
H  -1.684  0.595  0.725  0.32
C  -1.910  -1.703  -1.010  -0.58
H  -1.902  0.054  -2.255  0.25
H  -3.228  0.051  -1.063  0.18
C  -0.423  -1.749  -0.707  -0.63
H  -2.188  -2.318  -1.869  0.36
H  -2.472  -2.041  -0.134  0.27
H  0.161  -1.838  -1.634  0.26
H  -0.121  -2.546  -0.016  0.32
Te  3.976  -2.617  1.091  -0.17
C  5.668  -1.520  1.634  0.12
C  6.687  -1.276  0.676  -0.58
C  7.844  -0.591  1.071  -0.47
C  7.983  -0.146  2.388  -0.40
C  6.967  -0.351  3.324  -0.40
C  5.801  -1.035  2.959  -0.51
H  6.548  -1.641  -0.339  0.46
H  8.636  -0.420  0.343  0.34
H  8.906  0.356  2.694  0.33
H  7.076  0.011  4.347  0.35
H  4.991  -1.212  3.664  0.36

DFT (ωB97M-V/def2-TZVPD) results for a cluster of 8 separate species, C30H48Cl6F6NO10P in total in a non-equilibrium geometry.

Results
Energy (eV): -154582.7569
HOMO-LUMO gap (hartree): 0.25229
Charge: 0

Last column: Mulliken charge in e.
Geometry (Å):
C  -3.784  0.062  1.450  -1.27
C  -3.001  -0.139  0.154  0.30
C  -1.546  -0.028  0.440  -0.59
N  -0.553  -0.674  -0.567  1.11
C  -0.918  -0.561  -2.063  -1.11
C  -0.392  -2.218  -0.306  -0.60
C  1.007  -2.389  0.490  -0.18
C  1.434  -0.954  0.729  -0.59
C  0.932  -0.168  -0.453  1.07
H  -3.696  1.074  1.847  0.33
H  -3.415  -0.640  2.198  0.23
H  -4.843  -0.109  1.261  0.42
H  -3.259  0.611  -0.593  -0.09
H  -3.217  -1.052  -0.401  0.20
H  -1.237  -0.451  1.395  0.49
H  -1.363  1.047  0.451  -0.09
H  -0.226  -1.013  -2.774  0.36
H  -0.973  0.511  -2.254  0.16
H  -1.914  -0.974  -2.228  0.39
H  -0.465  -2.780  -1.236  0.34
H  -1.242  -2.461  0.331  0.29
H  1.810  -2.914  -0.028  0.43
H  0.847  -2.951  1.410  -0.15
H  2.517  -1.069  0.731  0.62
H  0.972  -0.611  1.655  0.19
H  1.472  -0.424  -1.364  -1.03
H  0.931  0.916  -0.335  -0.24
P  3.677  -2.314  3.610  1.20
F  4.250  -1.428  4.869  -0.39
F  4.438  -1.171  2.676  -0.37
F  5.001  -3.285  3.703  -0.39
F  3.166  -3.190  2.380  -0.36
F  2.855  -3.223  4.607  -0.35
F  2.343  -1.448  3.607  -0.34
Cl  -6.378  -5.564  -3.738  -0.20
C  -4.695  -5.039  -3.931  -0.37
C  -4.076  -4.849  -2.500  -0.50
Cl  -2.836  -3.576  -2.519  -0.15
H  -4.809  -4.114  -4.497  0.28
H  -4.104  -5.710  -4.555  0.33
H  -3.700  -5.817  -2.168  0.32
H  -4.923  -4.524  -1.896  0.32
Cl  -5.503  2.105  -1.012  -0.15
C  -5.525  3.325  -2.351  -0.50
C  -4.941  2.772  -3.671  -0.57
Cl  -3.214  2.480  -3.392  -0.09
H  -5.027  4.247  -2.048  0.25
H  -6.510  3.761  -2.520  0.39
H  -5.055  3.575  -4.398  0.33
H  -5.421  1.888  -4.090  0.34
Cl  5.536  -1.674  -5.139  -0.20
C  5.366  -0.766  -3.577  -0.57
C  4.171  -0.954  -2.795  -0.07
Cl  2.587  -0.657  -3.617  -0.22
H  5.518  0.296  -3.768  0.23
H  6.240  -0.867  -2.934  0.43
H  4.293  -0.324  -1.914  0.06
H  4.156  -1.971  -2.405  0.35
C  2.841  3.445  -2.068  -0.96
O  2.878  2.382  -1.203  0.08
C  3.665  2.621  -0.060  -0.56
C  5.159  2.992  -0.300  -0.78
O  5.940  1.897  -0.868  -0.26
C  6.801  2.278  -1.896  -0.67
H  3.729  3.466  -2.701  0.20
H  2.770  4.342  -1.454  0.42
H  1.895  3.494  -2.607  0.20
H  3.661  1.796  0.652  0.42
H  3.170  3.464  0.421  0.41
H  5.453  3.214  0.726  0.40
H  5.251  3.969  -0.776  0.43
H  6.971  1.439  -2.571  0.13
H  7.769  2.624  -1.534  0.28
H  6.388  3.097  -2.486  0.31
C  -0.746  4.613  -1.565  -0.32
C  -0.598  4.363  -0.237  -0.32
C  -1.020  5.366  0.882  0.79
O  -0.883  5.108  2.123  -0.63
C  -1.590  6.609  0.306  -0.87
C  -1.801  6.772  -1.015  0.32
C  -1.297  5.842  -2.064  0.42
O  -1.467  6.053  -3.255  -0.64
O  -2.508  7.860  -1.492  -0.55
O  0.020  3.230  0.165  -0.06
H  -0.297  3.950  -2.290  0.85
H  -1.947  7.399  0.950  0.43
H  -2.385  7.870  -2.445  0.35
H  0.107  3.384  1.108  0.20
C  -0.385  -4.360  4.645  -0.56
C  -1.609  -3.812  4.448  0.33
C  -2.840  -4.226  5.321  0.66
O  -4.010  -3.978  5.038  -0.63
C  -2.493  -5.070  6.460  -0.81
C  -1.269  -5.622  6.657  0.53
C  -0.063  -5.373  5.718  0.42
O  1.057  -5.896  5.835  -0.56
O  -1.059  -6.327  7.802  -0.51
O  -1.979  -3.037  3.363  -0.34
H  0.330  -4.058  3.894  0.42
H  -3.271  -5.289  7.176  0.40
H  -0.204  -6.764  7.786  0.34
H  -2.892  -2.754  3.452  0.29

DFT (ωB97M-V/def2-TZVPD) results for a cluster of 2 separate species, C2H6N2O in total in a non-equilibrium geometry.

Results
Energy (eV): -7192.5877
HOMO-LUMO gap (alpha / beta) (hartree): 0.33657 / 0.30721
Charge: 0
Energy relative to the best compared isomer or geometry (same formula, charge and spin) (kJ/mol): 694.7

Last column: Mulliken charge in e.
Geometry (Å):
C  2.213  -0.121  0.431  -0.66
C  -2.684  -0.017  -0.009  -0.99
N  0.684  -0.051  0.302  -0.23
N  0.087  0.117  -0.695  0.50
O  0.126  0.512  -1.828  -0.52
H  2.589  0.835  0.679  0.30
H  2.739  -0.561  -0.449  0.28
H  2.339  -0.641  1.305  0.29
H  -3.128  -0.533  -0.769  0.35
H  -2.543  0.953  0.099  0.38
H  -2.424  -0.494  0.935  0.28

Among the records above, which one has the lowest charge? C25H33CaO2Te

Among the records above, which one has the lowest charge? C25H33CaO2Te